## i
Formula: C6H7ClS
Source: the Open Molecules 2025 dataset
Level of theory: the ωB97M-V functional and the def2-TZVPD basis

The geometry in XYZ format:
```
15
Properties=species:S:1:pos:R:3
C -0.5177 2.1437 0.2061
C -0.4826 0.6638 0.2187
C -0.3140 -1.3511 -0.3635
C -0.0682 -1.3186 1.1701
C -0.1745 -0.0478 1.5660
C 0.4460 -0.0622 -0.7466
H 0.3076 2.6096 0.6930
H -1.4665 2.4722 0.7742
H -0.5596 2.5907 -0.7312
H -0.1783 -2.3458 -0.8632
H -0.0066 -2.2494 1.7453
H -0.2579 0.3399 2.5637
H 0.3197 0.1817 -1.8391
S -1.7731 -0.2798 -0.6040
Cl 2.1693 0.0419 -0.2932
```

Values from the calculation:
- E_HOMO (eV) = -8.790
- orbital gap (eV) = 9.44
- charge = 0

These are the Mulliken partial charges, in e, on atoms 1 to 2: C -1.531; C 0.974

## ii
Formula: C6H7ClS
Source: the Open Molecules 2025 dataset
Level of theory: the ωB97M-V functional and the def2-TZVPD basis

The geometry in XYZ format:
```
15
Properties=species:S:1:pos:R:3
C -1.2011 0.5891 1.1108
C -0.5162 -0.1471 -0.0336
C -0.0109 0.8060 -1.0938
C 1.3248 0.6854 -1.2289
C 1.7848 -0.3360 -0.2791
C 0.7579 -0.8458 0.4220
H -2.0882 1.1157 0.7721
H -0.5132 1.2915 1.5763
H -1.5125 -0.1150 1.9090
H -1.9202 -2.0515 0.2253
H -0.6542 1.4622 -1.6425
H 1.9601 1.2639 -1.8938
H 0.7968 -1.6165 1.1664
S -1.6496 -1.3197 -0.8716
Cl 3.4418 -0.7820 -0.1387
```

Values from the calculation:
- E_HOMO (eV) = -8.746
- orbital gap (eV) = 9.25
- charge = 0

These are the Mulliken partial charges, in e, on atoms 1 to 2: C -1.349; C 1.303

Which structure wins on stability? ii wins.

## i
Formula: C4H11OP
Source: the Open Molecules 2025 dataset
Level of theory: the ωB97M-V functional and the def2-TZVPD basis

The geometry in XYZ format:
```
17
Properties=species:S:1:pos:R:3
C 1.6241 0.0555 1.2994
C 2.0898 0.0639 -1.0594
C -1.9732 0.6731 0.7056
C 1.5871 -0.6063 0.1665
O -2.1690 -1.1794 -1.1840
P -1.4989 0.3230 -1.1025
H 2.0219 1.0535 1.4277
H -1.7784 -1.8015 -0.4652
H 1.1259 -0.2887 2.2364
H 1.5800 1.0632 -0.9990
H 1.7408 -0.5152 -1.9168
H 3.1177 0.2701 -1.0999
H -2.8783 -0.0679 0.8171
H -1.1136 0.1275 1.2047
H -2.0688 1.5544 1.3111
H 1.1492 -1.6668 0.2734
H -2.5564 0.9416 -1.6151
```

Values from the calculation:
- E_HOMO (eV) = -8.827
- orbital gap (eV) = 9.66
- charge = 0

These are the Mulliken partial charges, in e, on atoms 1 to 2: C -0.875; C -1.113

## ii
Formula: C4H11OP
Source: the Open Molecules 2025 dataset
Level of theory: the ωB97M-V functional and the def2-TZVPD basis

The geometry in XYZ format:
```
17
Properties=species:S:1:pos:R:3
C 1.8533 -1.4809 0.3954
C -0.7256 1.6463 -0.4703
C 1.0313 -1.6812 -0.8085
C -2.0020 1.0923 0.1375
O -3.2104 -1.3675 -0.2780
P -1.9668 -0.7812 0.2436
H 1.9619 -0.4264 0.6409
H 1.4414 -2.0127 1.2523
H 2.8614 -1.8849 0.2321
H -0.6038 1.2663 -1.4829
H -0.7525 2.7328 -0.5080
H 0.1366 1.3356 0.1152
H 0.6747 -2.6676 -1.0445
H 1.0551 -0.9616 -1.6049
H -2.8732 1.3554 -0.4700
H -2.1480 1.4742 1.1518
H -1.8864 -1.0125 1.6531
```

Values from the calculation:
- E_HOMO (spin up / spin down) (eV) = -8.274 / -8.413
- orbital gap (spin up / spin down) (eV) = 7.42 / 8.80
- charge = 0

These are the Mulliken partial charges, in e, on atoms 1 to 2: C -0.631; C -0.967

Which structure wins on stability? i wins.

## i
Formula: C2H4N2S3
Source: the Open Molecules 2025 dataset
Level of theory: the ωB97M-V functional and the def2-TZVPD basis

The geometry in XYZ format:
```
11
Properties=species:S:1:pos:R:3
C -0.6452 0.5058 0.0156
C 0.8325 0.5962 -0.2668
H -3.3539 0.3432 -0.4024
H -0.6140 -1.4603 -0.4076
H 1.1010 1.6218 -0.5097
H 3.7026 -1.4087 1.2298
N -1.3182 -0.6759 0.0561
N 1.5476 -0.4191 0.0360
S -3.0296 -1.0111 0.0616
S -1.4240 2.0052 0.1531
S 3.2012 -0.0971 0.0344
```

Values from the calculation:
- E_HOMO (eV) = -8.796
- orbital gap (eV) = 7.89
- charge = 0

These are the Mulliken partial charges, in e, on atoms 1 to 2: C 0.225; C -0.018

## ii
Formula: C2H4N2S3
Source: the Open Molecules 2025 dataset
Level of theory: the ωB97M-V functional and the def2-TZVPD basis

The geometry in XYZ format:
```
11
Properties=species:S:1:pos:R:3
C -1.7705 0.4644 -0.2806
C 1.1615 -0.2614 0.5585
N -0.9675 -0.6468 -0.6496
N 0.3780 -0.4981 -0.6055
S 1.4469 -1.8343 -0.2728
S -1.9961 -0.9357 0.8017
S 2.3518 1.0609 0.5171
H -1.2913 1.3438 0.1419
H -2.5881 0.6688 -0.9600
H 0.6846 -0.3335 1.5345
H 2.5907 0.9721 -0.7854
```

Values from the calculation:
- E_HOMO (eV) = -8.978
- orbital gap (eV) = 9.34
- charge = 0

These are the Mulliken partial charges, in e, on atoms 1 to 2: C -0.298; C -0.120

Which structure wins on stability? ii wins.

## i
Formula: C2H4N2S3
Source: the Open Molecules 2025 dataset
Level of theory: the ωB97M-V functional and the def2-TZVPD basis

The geometry in XYZ format:
```
11
Properties=species:S:1:pos:R:3
C 0.6143 -0.1663 -0.9133
C -0.3521 0.1902 1.2336
H 1.5360 1.5272 -1.5638
H 0.0360 1.7756 -0.4989
H -2.0525 -1.6867 0.5803
H 0.8547 0.7168 1.5762
N 0.8883 1.2748 -0.6888
N -0.3376 -0.5348 0.0603
S 1.4682 -0.9678 -1.9823
S -0.8708 -2.1702 0.0581
S -1.7845 0.0410 2.1387
```

Values from the calculation:
- E_HOMO (eV) = -9.045
- orbital gap (eV) = 7.89
- charge = 0

These are the Mulliken partial charges, in e, on atoms 1 to 2: C 0.383; C -0.072

## ii
Formula: C2H4N2S3
Source: the Open Molecules 2025 dataset
Level of theory: the ωB97M-V functional and the def2-TZVPD basis

The geometry in XYZ format:
```
11
Properties=species:S:1:pos:R:3
C -0.0861 -0.9147 0.4671
C -1.1648 -0.2562 0.0059
N 0.6286 1.1064 0.6268
N 1.0550 -0.1627 0.6346
S -0.7839 1.3623 -0.3346
S -2.8432 -0.9147 -0.2719
S 2.1267 -0.6017 -0.8981
H -0.1682 -1.9037 0.9328
H 1.2540 1.8687 0.4450
H -3.3272 0.2174 -1.0831
H 3.3092 0.1987 -0.5246
```

Values from the calculation:
- E_HOMO (eV) = -7.577
- orbital gap (eV) = 7.78
- charge = 0

These are the Mulliken partial charges, in e, on atoms 1 to 2: C -0.539; C 0.439

Which structure wins on stability? i wins.